1.
The molecule C18H27N3O4, computed with ωB97M-V with the def2-TZVPD basis set.

Geometry (Å):
1 C -0.7859 0.0036 -2.5617
2 C -2.2038 0.5025 -2.3335
3 O -2.5136 0.4590 -0.9491
4 C -3.5516 1.3318 -0.5590
5 C -3.0905 2.7883 -0.4000
6 H -2.3258 2.9967 -1.1492
7 H -3.9307 3.4634 -0.5667
8 C -2.4928 3.0774 0.9832
9 N -1.5348 2.0768 1.4006
10 C -0.3906 1.8581 0.7307
11 O 0.0439 2.5637 -0.1521
12 C 0.3389 0.5867 1.2572
13 N -0.4130 -0.5852 0.8652
14 C -1.4957 -1.0155 1.5139
15 O -1.9508 -0.5018 2.5265
16 C -2.1218 -2.2621 0.8801
17 N -1.2427 -3.4121 0.9325
18 C -0.2555 -3.6206 0.0367
19 O -0.0461 -2.8601 -0.8909
20 C 0.5531 -4.8719 0.2853
21 H -0.0992 -5.7332 0.4078
22 H 1.2221 -5.0390 -0.5536
23 H 1.1458 -4.7480 1.1898
24 H -1.3032 -4.0038 1.7453
25 H -2.3342 -2.0309 -0.1676
26 H -3.0491 -2.4968 1.4034
27 H -0.2114 -0.9898 -0.0407
28 C 1.7701 0.5730 0.7884
29 C 2.2810 -0.3304 -0.1315
30 C 3.6047 -0.2465 -0.5327
31 C 4.4467 0.7375 -0.0391
32 C 3.9290 1.6433 0.8804
33 C 2.6137 1.5612 1.2880
34 H 2.2267 2.2762 1.9997
35 H 4.5659 2.4209 1.2777
36 C 5.8738 0.8414 -0.4847
37 H 6.5399 0.9060 0.3743
38 H 6.0146 1.7414 -1.0829
39 H 6.1585 -0.0187 -1.0855
40 H 3.9821 -0.9620 -1.2496
41 H 1.6721 -1.1165 -0.5508
42 H 0.3128 0.6377 2.3547
43 H -1.8582 1.3479 2.0276
44 H -3.2803 3.1110 1.7383
45 H -1.9891 4.0488 0.9502
46 H -4.3727 1.2775 -1.2886
47 H -3.9150 0.9424 0.3968
48 H -2.2899 1.5288 -2.7106
49 H -2.9300 -0.1207 -2.8814
50 H -0.6780 -1.0252 -2.2299
51 H -0.0864 0.6361 -2.0204
52 H -0.5531 0.0519 -3.6223

The calculation puts the frontier orbital gap at 0.341 Eh. As for the structure (SMILES): CCOCCCNC(=O)[C@@H](NC(=O)CNC(C)=O)c1ccc(C)cc1. The energy above the lowest of the compared OMol25 structures with the same formula, charge and spin comes out at 63.6 kJ/mol.

2.
The molecule C8H18NO3P in a non-equilibrium geometry, computed with ωB97M-V with the def2-TZVPD basis set.

Geometry (Å):
1 C -1.1985 -0.7781 -1.1883
2 C -1.6771 -0.5606 0.3078
3 C 0.1532 -1.2193 -1.5760
4 C -1.9277 -1.9555 0.8143
5 C -2.8981 0.4009 0.0939
6 C 0.8551 -0.5294 -2.7037
7 C 0.9983 2.6654 1.0538
8 C 2.9798 1.3559 1.7646
9 N 1.5247 1.4264 1.5992
10 O 1.6161 -1.0529 1.7738
11 O -0.7436 0.0912 1.1464
12 O 0.5195 -2.4753 -1.3499
13 P 0.9593 -0.0314 0.9594
14 H -1.7411 -1.6971 -1.4273
15 H -1.3034 0.2204 -1.7599
16 H -2.4040 -1.9376 1.8250
17 H -1.0758 -2.5678 0.6499
18 H -2.7355 -2.6959 0.3905
19 H -3.2423 0.6315 1.1104
20 H -3.6306 -0.1834 -0.5204
21 H -2.5471 1.3364 -0.4164
22 H 1.5245 -1.2279 -3.2639
23 H 1.4488 0.3634 -2.4284
24 H 0.0648 -0.3517 -3.4070
25 H 0.0422 2.5309 0.5227
26 H 0.9967 3.3667 1.8651
27 H 1.8048 3.1363 0.4122
28 H 3.5374 0.4873 2.1700
29 H 3.2622 1.5591 0.7815
30 H 3.3634 2.2226 2.2811
31 H 1.4741 -2.5304 -1.4803

The calculation puts the frontier orbital gap (spin up / spin down) at 0.243 / 0.271 Eh. The energy above the lowest of the compared OMol25 structures with the same formula, charge and spin comes out at 350.9 kJ/mol.

3.
The molecule C4H9N5 in a non-equilibrium geometry, computed with ωB97M-V with the def2-TZVPD basis set.

Geometry (Å):
1 C 1.3697 -0.6508 0.0529
2 C 0.7096 0.5598 0.0986
3 C -0.6663 -1.2221 -0.0374
4 C -1.8621 1.0700 0.1949
5 N 0.5466 -1.6963 -0.0607
6 N -0.7735 0.1333 0.0127
7 N 2.7443 -0.7451 -0.0307
8 N 1.1069 1.8913 -0.0276
9 N -1.7975 -1.9950 -0.1492
10 H -2.8160 0.8244 -0.3354
11 H -2.1366 1.1603 1.2376
12 H -1.5563 2.0730 -0.3149
13 H 3.1759 -1.4846 0.3578
14 H 3.1274 0.0961 0.4076
15 H 1.5885 2.0156 -0.8302
16 H 1.3350 2.4376 0.6828
17 H -1.4921 -2.9043 -0.5864
18 H -2.6036 -1.5632 -0.6723

The calculation puts the frontier orbital gap at 0.290 Eh. As for the structure (SMILES): Cn1c(N)nc(N)c1N. The energy above the lowest of the compared OMol25 structures with the same formula, charge and spin comes out at 85.7 kJ/mol.

4.
C30H43BCl2N10RuS5 as an isolated structure, computed with ωB97M-V with the def2-TZVPD basis set.

Geometry (Å):
1 Ru -0.4299 -0.1288 -0.9710
2 C 2.4560 3.5862 -0.1209
3 C 3.0182 3.2226 1.2522
4 C 3.2987 4.5122 2.0191
5 C 4.3130 2.4190 1.1406
6 N 2.0079 2.4163 2.0094
7 C 1.5283 2.7499 3.2633
8 C 0.7208 1.7500 3.6613
9 N 0.6902 0.7983 2.6649
10 B -0.0991 -0.5156 2.9073
11 N 0.6305 -1.7640 2.3425
12 C 1.7054 -2.2557 3.0483
13 C 2.1808 -3.3284 2.3898
14 N 1.3961 -3.5072 1.2671
15 C 0.4690 -2.5176 1.2396
16 S -0.7754 -2.3276 0.0289
17 C 1.6167 -4.6098 0.2686
18 C 2.7632 -5.4970 0.7485
19 C 0.3566 -5.4670 0.1686
20 C 2.0014 -3.9813 -1.0630
21 N -1.5830 -0.4759 2.4836
22 C -2.4687 -1.3336 3.0976
23 C -3.7004 -1.0656 2.6277
24 N -3.5805 -0.0345 1.7139
25 C -2.2699 0.3074 1.6392
26 S -1.5542 1.4885 0.5879
27 C -4.7366 0.5965 0.9983
28 C -6.0339 -0.0525 1.4742
29 C -4.7822 2.0844 1.3396
30 C -4.5880 0.3493 -0.5012
31 C 1.4746 1.2221 1.6568
32 S 1.7441 0.3788 0.1667
33 H 3.0533 4.3919 -0.5495
34 H 1.4235 3.9298 -0.0288
35 H 2.4958 2.7412 -0.8009
36 H 4.0363 5.0795 1.4532
37 H 3.7225 4.3230 3.0054
38 H 2.4065 5.1328 2.1195
39 H 5.0487 3.0014 0.5843
40 H 4.1575 1.4784 0.6167
41 H 4.7195 2.2128 2.1320
42 H 1.8003 3.6569 3.7658
43 H 0.1646 1.6239 4.5730
44 H -0.1011 -0.6590 4.1009
45 H 2.0163 -1.8111 3.9772
46 H 2.9859 -3.9899 2.6415
47 H 2.5480 -5.9709 1.7073
48 H 3.7077 -4.9551 0.8104
49 H 2.8912 -6.2889 0.0120
50 H 0.1067 -5.8939 1.1415
51 H 0.5491 -6.2879 -0.5233
52 H -0.4972 -4.9068 -0.2033
53 H 2.8834 -3.3480 -0.9512
54 H 1.1907 -3.3788 -1.4595
55 H 2.2309 -4.7683 -1.7831
56 H -2.1399 -2.0581 3.8217
57 H -4.6412 -1.5195 2.8683
58 H -6.2024 0.0953 2.5418
59 H -6.0694 -1.1179 1.2432
60 H -6.8568 0.4231 0.9429
61 H -4.8907 2.2284 2.4158
62 H -5.6484 2.5320 0.8499
63 H -3.8882 2.6050 1.0032
64 H -4.4796 -0.7199 -0.7001
65 H -3.7264 0.8610 -0.9235
66 H -5.4881 0.6936 -1.0121
67 C 0.8953 5.9229 -2.2620
68 C -0.2125 4.9446 -2.1333
69 N -1.3920 5.1961 -1.6591
70 N -2.0696 4.0221 -1.7847
71 C -1.3540 3.0429 -2.3333
72 S -1.8111 1.4885 -2.8070
73 N -0.1342 3.6260 -2.5245
74 N 0.9621 3.0303 -3.1444
75 H 0.5213 6.8398 -2.7120
76 H 1.6847 5.5069 -2.8834
77 H 1.3027 6.1660 -1.2819
78 H -3.0358 3.9580 -1.5126
79 H 1.3376 2.3381 -2.5030
80 H 0.6105 2.5073 -3.9441
81 Cl -1.9608 -1.7322 -2.9448
82 C -0.5796 -2.5174 -3.6861
83 C -0.8567 -3.6967 -4.3544
84 C 0.1639 -4.3551 -5.0187
85 C 1.4423 -3.8245 -5.0066
86 C 1.6946 -2.6509 -4.3189
87 Cl 3.3269 -2.0663 -4.3094
88 C 0.6952 -1.9484 -3.6225
89 S 1.1399 -0.4854 -2.7607
90 H -1.8674 -4.0795 -4.3600
91 H -0.0382 -5.2735 -5.5525
92 H 2.2564 -4.3148 -5.5219

As for the charge: +1. As for the expectation value of S²: 8.7726. The calculation puts the frontier orbital gap (spin up / spin down) at 0.283 / 0.226 Eh. Its spin multiplicity is 6.

5.
The molecule C5H10N2 in a non-equilibrium geometry, computed with ωB97M-V with the def2-TZVPD basis set.

Geometry (Å):
1 C -1.1978 -0.7716 -0.2705
2 C -0.6153 0.2150 -1.2993
3 C 0.0082 1.0775 -0.4097
4 C 1.1815 0.5821 0.2711
5 C 0.6595 -0.4628 1.3215
6 H -1.5920 -1.5803 -0.8135
7 H -1.8538 -0.0980 0.5151
8 H -1.5763 0.5837 -1.7072
9 H -0.0896 -0.2834 -2.0562
10 H -0.6405 1.3779 0.4806
11 H 1.6849 2.1594 -0.8562
12 H 2.1849 0.1173 -0.2590
13 H -0.2865 -0.0461 1.8161
14 H 1.3301 -1.1052 2.0827
15 H -0.3494 -2.3804 0.8863
16 N 1.1744 2.0980 -0.0233
17 N -0.0223 -1.4831 0.3216

The calculation puts the frontier orbital gap at 0.365 Eh. As for the structure (SMILES): C1C[C@@H]2N[C@H]2CN1. The energy above the lowest of the compared OMol25 structures with the same formula, charge and spin comes out at 523.6 kJ/mol.

6.
An isolated ion of composition C2H10N3 and charge +1, computed with ωB97M-V with the def2-TZVPD basis set.

Geometry (Å):
1 C -0.0313 -0.1363 1.4363
2 N -0.3547 -1.5151 1.2943
3 H -0.9343 0.4671 1.5360
4 H 0.5866 0.0623 2.2956
5 H 0.2892 -2.1659 0.8902
6 H -1.1793 -1.8427 1.7660
7 N 0.6972 0.3608 0.2383
8 C -0.0194 0.0479 -1.1972
9 N -0.3409 1.2095 -1.8397
10 H 1.6696 0.0611 0.2432
11 H 0.7410 1.3790 0.2574
12 H 0.7403 -0.5707 -1.6532
13 H -0.8948 -0.5236 -0.9158
14 H -1.2884 1.5315 -1.8855
15 H 0.3192 1.6351 -2.4660

As for the charge: +1. The calculation puts the frontier orbital gap at 0.388 Eh. As for the structure (SMILES): NC[NH2+]CN. The energy above the lowest of the compared OMol25 structures with the same formula, charge and spin comes out at 129.6 kJ/mol.

7.
A 2-piece molecular cluster, C4H5NO overall in a non-equilibrium geometry, computed with ωB97M-V with the def2-TZVPD basis set.

Geometry (Å):
1 C 0.4537 1.7420 0.1556
2 C 0.1365 2.8368 -0.2695
3 C 0.5180 -0.8132 1.1941
4 C -0.4883 -1.6258 -0.7080
5 N 0.6135 -0.7987 2.3502
6 O 0.5057 -0.8568 -0.0991
7 H 0.5733 1.0351 0.9437
8 H -0.2834 3.7568 -0.6715
9 H -1.2998 -1.8820 -0.0670
10 H -0.0358 -2.4545 -1.2984
11 H -0.6936 -0.9398 -1.5300

As for the expectation value of S²: 2.0038. The calculation puts the frontier orbital gap (spin up / spin down) at 0.223 / 0.302 Eh. Its spin multiplicity is 3. The energy above the lowest of the compared OMol25 structures with the same formula, charge and spin comes out at 489.1 kJ/mol.

8.
The molecule C4H6N2O in a non-equilibrium geometry, computed with ωB97M-V with the def2-TZVPD basis set.

Geometry (Å):
1 C -2.0086 0.2104 -0.8101
2 C -0.6446 -0.0110 -0.2919
3 N 0.3929 -0.3190 -1.2299
4 C 1.4412 -0.4437 -0.5033
5 C 1.1002 -0.2372 0.9338
6 O 1.9397 0.4646 1.7826
7 N -0.3071 0.0825 0.9370
8 H -2.3540 -0.6327 -1.4161
9 H -2.0172 1.0851 -1.4722
10 H -2.7264 0.3742 -0.0032
11 H 2.4260 -0.6747 -0.8915
12 H 1.8970 1.3547 1.4349
13 H 0.9291 -1.2175 1.5518

The calculation puts the frontier orbital gap at 0.381 Eh. As for the structure (SMILES): CC1=N[C@H](O)C=N1. The energy above the lowest of the compared OMol25 structures with the same formula, charge and spin comes out at 164.9 kJ/mol.

9.
A 2-piece molecular cluster, C4H10N2O overall in a non-equilibrium geometry, computed with ωB97M-V with the def2-TZVPD basis set.

Geometry (Å):
1 C 0.7026 -1.4434 0.4114
2 C 2.1617 -1.3266 0.7447
3 C -0.1441 1.7219 -0.5819
4 N -1.1512 0.6006 -1.1711
5 C -0.2467 -0.6989 0.9511
6 N -2.4301 0.2757 -0.6509
7 O -0.7550 -0.1488 1.8707
8 H -1.4075 0.9428 -2.0989
9 H 0.3942 -2.2695 -0.2127
10 H -2.3461 -0.6671 -0.2740
11 H -2.6938 0.9565 0.0662
12 H 2.7360 -1.1561 -0.1705
13 H 2.5341 -2.2486 1.1946
14 H 2.3183 -0.5041 1.4405
15 H -0.2888 2.1304 0.4215
16 H -0.2197 2.5750 -1.2495
17 H 0.8360 1.2600 -0.6912

The calculation puts the frontier orbital gap at 0.328 Eh. As for the structure (SMILES): CC=C=O.CNN. The energy above the lowest of the compared OMol25 structures with the same formula, charge and spin comes out at 461.2 kJ/mol.

10.
A 2-piece molecular cluster, C3H9N3O overall in a non-equilibrium geometry, computed with ωB97M-V with the def2-TZVPD basis set.

Geometry (Å):
1 C 1.2453 -0.8691 -1.4908
2 C 1.4860 0.1893 -0.4945
3 N 2.3940 -0.0947 0.4728
4 O 0.9131 1.2669 -0.5168
5 H 2.1106 -1.5909 -1.5052
6 H 1.0545 -0.4135 -2.4048
7 H 0.3375 -1.4443 -1.1673
8 H 2.7135 0.6870 0.9932
9 H 2.4502 -1.0071 0.9578
10 N -1.8746 1.2324 0.0757
11 C -2.3553 0.2681 0.8496
12 N -1.5798 -0.4284 1.6593
13 H -2.4566 1.8499 -0.3621
14 H -0.8723 1.4823 0.1271
15 H -3.4849 0.1567 0.8922
16 H -2.0812 -1.2846 1.9139

The calculation puts the frontier orbital gap at 0.353 Eh. As for the structure (SMILES): [H]/N=C/N.CC(N)=O. The energy above the lowest of the compared OMol25 structures with the same formula, charge and spin comes out at 74.3 kJ/mol.

11.
C45H46F4MnN10OPS as an isolated structure in a non-equilibrium geometry, computed with ωB97M-V with the def2-TZVPD basis set.

Geometry (Å):
1 Mn 0.5978 -1.6171 0.4604
2 C 1.9431 -4.6199 -0.2006
3 N 1.0362 -4.0627 0.8109
4 C 1.7018 -4.2378 2.1077
5 C -0.2513 -4.8024 0.7860
6 C -1.5096 -3.9918 0.3509
7 N -1.2325 -2.6156 0.0057
8 C -2.1089 -1.9475 -0.7532
9 C -1.7279 -0.6991 -1.3141
10 F -0.4907 -0.1787 -0.9402
11 C -2.4686 0.0072 -2.2328
12 F -1.9508 1.1343 -2.7498
13 C -3.7193 -0.4303 -2.6311
14 C -4.1695 -1.6117 -2.0568
15 F -5.3768 -2.0718 -2.4004
16 C -3.4215 -2.3379 -1.1483
17 F -3.9900 -3.4416 -0.6166
18 H 2.1836 -5.6705 0.0243
19 H 2.8785 -4.0606 -0.2076
20 H 1.4982 -4.5721 -1.1899
21 H 1.9078 -5.2985 2.3114
22 H 1.0709 -3.8314 2.8919
23 H 2.6491 -3.6969 2.1048
24 H -0.4365 -5.2196 1.7787
25 H -0.1541 -5.6465 0.0959
26 H -2.2454 -4.0295 1.1645
27 H -1.9585 -4.5086 -0.5079
28 H -4.3135 0.1202 -3.3407
29 C 4.1807 2.4146 1.7322
30 N 3.6880 1.1182 1.3599
31 C 2.5817 0.4989 1.7841
32 N 2.4742 -0.6842 1.1936
33 C 3.5713 -0.7267 0.3929
34 N 4.3141 0.3451 0.4757
35 C 3.5336 3.5573 0.9736
36 C 3.7009 4.8529 1.4525
37 C 3.1518 5.9311 0.7796
38 C 2.4103 5.7318 -0.3686
39 C 2.2304 4.4381 -0.8484
40 C 2.8017 3.3551 -0.1828
41 C 1.4359 4.2334 -2.0361
42 N 0.6267 5.0823 -2.5985
43 N 0.0930 4.4784 -3.6642
44 C 0.5993 3.2844 -3.7266
45 O 1.4663 3.0610 -2.7073
46 C 0.3514 2.2461 -4.6950
47 C -0.6819 2.3341 -5.6238
48 C -0.8855 1.2904 -6.5046
49 C -0.0945 0.1503 -6.4569
50 C 0.9346 0.0600 -5.5303
51 C 1.7812 -1.1822 -5.3496
52 N 1.5126 -1.7020 -4.0273
53 C 1.9966 -1.3637 -2.8255
54 N 1.3114 -1.9769 -1.8708
55 C 0.3995 -2.7024 -2.5712
56 N 0.5001 -2.5493 -3.8614
57 C 1.1668 1.1214 -4.6731
58 H 5.2586 2.4169 1.5380
59 H 4.0136 2.5577 2.8058
60 H 1.9089 0.9081 2.5094
61 H 3.8091 -1.5620 -0.2353
62 H 4.2699 5.0197 2.3542
63 H 3.3045 6.9284 1.1610
64 H 1.9665 6.5501 -0.9097
65 H 2.6589 2.3643 -0.5843
66 H -1.3072 3.2097 -5.6232
67 H -1.6794 1.3612 -7.2301
68 H -0.2830 -0.6654 -7.1374
69 H 2.8463 -0.9524 -5.4442
70 H 1.5046 -1.9620 -6.0631
71 H 2.8432 -0.7262 -2.6708
72 H -0.3226 -3.3557 -2.1287
73 H 1.9837 1.0794 -3.9691
74 C -0.7769 0.8339 3.8970
75 P -0.8934 0.3873 2.1009
76 C -0.8262 2.0920 1.4181
77 C -0.0189 3.0717 1.9911
78 C -0.0261 4.3653 1.4992
79 C -0.8122 4.6903 0.4065
80 C -1.6050 3.7173 -0.1821
81 C -1.6125 2.4287 0.3209
82 C -2.7054 0.0856 2.1240
83 C -3.1159 -1.2418 2.1532
84 C -4.4573 -1.5633 2.2563
85 C -5.4007 -0.5529 2.3489
86 C -4.9925 0.7713 2.3604
87 C -3.6523 1.0962 2.2486
88 H -1.2892 1.7804 4.0634
89 H 0.2566 0.9066 4.2314
90 H -1.2769 0.0586 4.4714
91 H 0.5968 2.8405 2.8497
92 H 0.5827 5.1166 1.9825
93 H -0.8138 5.6971 0.0174
94 H -2.2205 3.9694 -1.0318
95 H -2.2669 1.6873 -0.1147
96 H -2.3556 -2.0105 2.1094
97 H -4.7651 -2.5984 2.2670
98 H -6.4507 -0.7926 2.4276
99 H -5.7233 1.5581 2.4667
100 H -3.3501 2.1337 2.2624
101 C 1.1197 -2.0919 5.2653
102 S -0.3060 -2.3467 4.1660
103 C -1.1040 -3.7764 4.9541
104 H 0.7836 -1.7598 6.2434
105 H 1.7297 -1.3247 4.8002
106 H 1.6995 -3.0059 5.3517
107 H -1.4412 -3.5085 5.9509
108 H -0.4230 -4.6219 4.9957
109 H -1.9565 -4.0235 4.3303

As for the charge: +1. As for the expectation value of S²: 8.7545. The calculation puts the frontier orbital gap (spin up / spin down) at 0.270 / 0.272 Eh. Its spin multiplicity is 6.